1.
12
Properties=species:S:1:pos:R:3:nbo_charge:R:1 method="wB97M-V/def2-TZVPD" homo_lumo_gap_ev=10.338 total_energy_ev=-5749.812 e_lumo_ev=1.08 total_charge=0 smiles="C1=CCNC1" relative_energy_kj_mol=154.8
N -0.81092 -0.97599 0.01413 -0.591
C 1.14974 0.45497 0.05816 -0.221
C 0.71438 -1.00079 0.11763 -0.271
C 0.09443 1.23386 -0.04826 -0.227
C -1.21620 0.42346 0.15223 -0.264
H -2.03879 0.45006 -0.55914 0.203
H 0.17668 2.31652 -0.24544 0.217
H 1.18067 -1.52991 -0.87466 0.193
H 2.26495 0.78846 0.09779 0.227
H -0.87068 -1.11495 -0.96640 0.337
H 0.97734 -1.58786 1.07588 0.206
H -1.62159 0.54217 1.17808 0.192

---

2.
12
Properties=species:S:1:pos:R:3:nbo_charge:R:1 method="wB97M-V/def2-TZVPD" homo_lumo_gap_ev=9.875 total_energy_ev=-5749.834 e_lumo_ev=1.01 total_charge=0 smiles="C=NC(=C)C" relative_energy_kj_mol=152.8
N 1.12063 -0.61841 -0.17940 -0.402
C -0.93674 -1.45642 0.59105 -0.435
C -0.31476 -0.41812 0.03801 0.135
C 1.85918 0.34903 0.17420 -0.039
C -0.87521 0.84382 -0.59287 -0.665
H -0.23565 -2.23525 0.87469 0.212
H -0.54456 1.74730 -0.03249 0.219
H -0.41865 1.00779 -1.58567 0.227
H -1.99166 0.81134 -0.64347 0.229
H -2.00842 -1.60865 0.59877 0.207
H 2.89137 0.48428 -0.10321 0.175
H 1.45448 1.09329 0.86039 0.138

---

3.
12
Properties=species:S:1:pos:R:3:nbo_charge:R:1 method="wB97M-V/def2-TZVPD" homo_lumo_gap_ev=9.776 total_energy_ev=-5749.873 e_lumo_ev=1.16 total_charge=0 smiles="C1=CCNC1" relative_energy_kj_mol=149.0
N -1.03456 0.61442 0.33135 -0.638
C -0.66079 -0.78976 0.77842 -0.245
C 0.13734 1.15584 -0.33770 -0.249
C 1.13569 0.02929 -0.54864 -0.228
C 0.66854 -1.07175 -0.07804 -0.207
H -1.61617 -1.38948 0.53542 0.198
H 1.25183 -2.04955 -0.08172 0.214
H 0.63052 1.92368 0.28824 0.180
H -1.84083 0.79801 -0.28002 0.370
H -0.49345 -0.77703 1.81296 0.191
H 2.01677 -0.05660 -1.16632 0.222
H -0.19488 1.61294 -1.25396 0.193

---

4.
13
Properties=species:S:1:pos:R:3:nbo_charge:R:1 method="wB97M-V/def2-TZVPD" homo_lumo_gap_ev=11.623 total_energy_ev=-7231.535 e_lumo_ev=-4.02 total_charge=+1 smiles="C1=NC[N@@H+]2C[C@H]12" relative_energy_kj_mol=405.6
N 1.82631 -0.02942 -0.18437 -0.318
N -0.52798 -0.64647 0.23551 -0.444
C -0.30939 0.89675 0.22445 -0.120
C 1.07281 -1.11431 -0.09134 -0.021
C -1.58648 0.29720 -0.45612 -0.168
C 1.10176 1.04329 -0.15110 0.086
H 1.21388 -1.74733 -1.02377 0.262
H -0.85432 -1.08007 1.13271 0.444
H -2.52936 0.37864 0.12609 0.256
H -0.56741 1.28107 1.19478 0.252
H -1.84310 0.43305 -1.52463 0.274
H 1.32190 -1.72193 0.78723 0.235
H 1.68137 2.00952 -0.26944 0.262